Record 1
# C15H18BCl5F3NiO2Te

C15H18BCl5F3NiO2Te as an isolated structure (ωB97M-V/def2-TZVPD, the OMol25 dataset).

Structure (ORCA input):
```
! wB97M-V def2-TZVPD RIJCOSX def2/J DEFGRID3
* xyz -1 3
Ni -0.851 0.334 1.321
Cl -3.006 1.813 2.384
C -1.770 2.958 1.834
C -0.667 2.390 1.227
C 0.273 3.294 0.770
Cl 1.706 2.689 -0.047
C 0.143 4.672 0.929
Cl 1.356 5.763 0.349
C -0.986 5.185 1.566
Cl -1.171 6.891 1.782
C -1.972 4.316 2.028
Cl -3.390 4.927 2.804
C -4.420 -1.448 0.978
Te -2.444 -1.551 0.195
C -2.832 -0.089 -1.301
H -4.523 -0.558 1.594
H -4.599 -2.335 1.581
H -5.128 -1.424 0.152
H -3.156 -0.564 -2.223
H -1.910 0.462 -1.471
H -3.601 0.572 -0.907
F 0.729 -1.077 3.305
C -0.414 -0.338 3.175
F -1.393 -1.185 3.714
F -0.292 0.631 4.150
C 1.128 -2.530 -2.775
C 1.509 -1.371 -1.870
C 2.135 -0.244 -2.682
O 0.316 -0.845 -1.264
B 0.600 -0.432 0.063
O 1.900 -0.842 0.366
C 2.354 -1.766 -0.632
C 3.853 -1.599 -0.812
C 2.036 -3.167 -0.117
H 0.591 -2.154 -3.648
H 0.482 -3.237 -2.257
H 2.016 -3.062 -3.129
H 1.406 0.093 -3.421
H 3.039 -0.560 -3.207
H 2.380 0.601 -2.038
H 4.114 -0.552 -0.950
H 4.212 -2.168 -1.674
H 4.373 -1.963 0.075
H 0.961 -3.296 0.020
H 2.512 -3.292 0.855
H 2.399 -3.946 -0.792
*
```

Output
<S²>: 2.010
Orbital gap (alpha / beta), eV: 5.78 / 7.53
Total energy, eV: -139722.413
Max |F|, hartree/bohr: 0.0138

Results of the Löwdin charge analysis, in e, for atoms 1 through 4: number 1, Ni, carries 0.247; number 2, Cl, carries 0.678; number 3, C, carries -0.651; number 4, C, carries -0.216



Record 2
# C52H67F17O21

A 11-piece molecular cluster, C52H67F17O21 overall at a distorted geometry (ωB97M-V/def2-TZVPD, the OMol25 dataset).

Structure (ORCA input):
```
! wB97M-V def2-TZVPD RIJCOSX def2/J DEFGRID3
* xyz 0 1
F 6.574 -3.492 0.575
C 5.633 -3.380 -0.568
F 6.508 -3.184 -1.785
F 4.838 -4.599 -0.844
C 4.704 -1.987 -0.515
F 3.841 -2.062 -1.715
F 5.728 -0.882 -0.644
C 3.940 -1.791 0.908
F 3.809 -3.174 1.508
F 4.833 -1.063 1.885
C 2.411 -1.204 0.851
F 1.948 -1.289 2.292
F 1.565 -2.185 0.133
C 2.242 0.352 0.424
F 3.603 0.961 0.164
F 1.747 1.125 1.626
C 1.354 0.692 -0.897
F 1.559 -0.260 -2.053
F 1.953 1.979 -1.434
C -0.215 1.054 -0.673
F -0.392 2.369 0.054
F -0.783 1.332 -2.046
C -1.161 -0.022 0.074
F -0.718 -0.450 1.436
F -2.471 0.695 0.328
C -1.556 -1.378 -0.739
C -1.540 -2.828 0.096
C -1.146 -4.021 -0.981
C -1.008 -3.107 -2.370
O -1.084 -1.633 -2.103
H -2.731 -1.272 -0.914
H -0.733 -2.963 0.942
H -2.543 -2.973 0.727
H -1.968 -4.855 -0.992
H -0.031 -4.323 -0.699
H -0.044 -3.513 -2.919
H -2.007 -3.432 -2.926
O -1.641 -4.176 2.244
C -1.737 -3.412 3.191
O -2.435 -2.240 3.166
C -2.242 -1.553 4.402
C -1.832 -2.616 5.387
C -1.076 -3.594 4.524
H -1.465 -0.794 4.262
H -3.171 -1.058 4.698
H -1.246 -2.226 6.223
H -2.724 -3.104 5.799
H -0.019 -3.327 4.438
H -1.189 -4.619 4.884
O 9.529 1.106 -5.972
C 8.983 0.983 -4.888
O 8.596 2.026 -4.098
C 8.095 1.518 -2.862
C 7.692 0.096 -3.152
C 8.682 -0.320 -4.210
H 8.890 1.580 -2.111
H 7.247 2.123 -2.531
H 7.704 -0.544 -2.265
H 6.678 0.076 -3.570
H 9.603 -0.716 -3.772
H 8.246 -1.037 -4.909
O -5.744 0.876 0.701
C -5.602 2.072 0.897
O -6.589 2.899 1.352
C -6.107 4.242 1.359
C -4.605 4.126 1.402
C -4.351 2.853 0.634
H -6.459 4.744 0.452
H -6.500 4.770 2.232
H -4.094 4.997 0.985
H -4.272 4.002 2.439
H -4.263 3.036 -0.440
H -3.471 2.326 1.011
O 4.133 -0.172 6.958
C 5.248 -0.169 6.463
O 6.390 -0.492 7.136
C 7.514 -0.276 6.284
C 6.964 -0.323 4.882
C 5.572 0.229 5.055
H 7.953 0.697 6.525
H 8.262 -1.056 6.455
H 7.570 0.234 4.163
H 6.906 -1.364 4.541
H 5.554 1.320 4.978
H 4.871 -0.220 4.347
O -5.567 -4.181 -2.403
C -6.172 -3.134 -2.238
O -5.583 -1.950 -1.897
C -6.595 -0.969 -1.682
C -7.800 -1.468 -2.436
C -7.658 -2.965 -2.332
H -6.782 -0.889 -0.606
H -6.254 0.001 -2.055
H -8.745 -1.089 -2.038
H -7.731 -1.164 -3.488
H -8.120 -3.355 -1.422
H -8.056 -3.468 -3.216
O -3.022 -4.777 -4.962
C -3.767 -5.628 -5.420
O -3.597 -6.225 -6.636
C -4.707 -7.084 -6.894
C -5.292 -7.395 -5.541
C -5.015 -6.134 -4.763
H -5.415 -6.555 -7.541
H -4.364 -7.986 -7.408
H -6.352 -7.660 -5.582
H -4.751 -8.234 -5.087
H -5.810 -5.395 -4.889
H -4.845 -6.345 -3.705
O 11.650 -0.433 -2.935
C 12.347 0.529 -3.210
O 13.643 0.682 -2.806
C 14.112 1.966 -3.215
C 13.219 2.371 -4.357
C 11.904 1.728 -3.993
H 14.037 2.652 -2.364
H 15.160 1.895 -3.521
H 13.154 3.455 -4.490
H 13.593 1.938 -5.293
H 11.300 2.373 -3.349
H 11.343 1.433 -4.882
O -7.723 5.206 3.411
C -8.328 6.252 3.575
O -7.739 7.436 3.916
C -8.752 8.418 4.132
C -9.956 7.919 3.377
C -9.814 6.422 3.481
H -8.939 8.497 5.208
H -8.410 9.388 3.759
H -10.901 8.298 3.776
H -9.887 8.222 2.325
H -10.277 6.031 4.392
H -10.213 5.918 2.597
O 7.093 -9.366 2.699
C 7.791 -8.404 2.423
O 9.086 -8.251 2.827
C 9.556 -6.967 2.419
C 8.662 -6.561 1.276
C 7.348 -7.205 1.640
H 9.481 -6.281 3.269
H 10.604 -7.038 2.112
H 8.597 -5.478 1.144
H 9.037 -6.995 0.341
H 6.744 -6.560 2.285
H 6.786 -7.500 0.751
O -13.307 8.293 0.403
C -12.609 9.255 0.127
O -11.314 9.408 0.531
C -10.844 10.692 0.122
C -11.738 11.097 -1.020
C -13.052 10.454 -0.656
H -10.919 11.378 0.973
H -9.796 10.621 -0.184
H -11.803 12.180 -1.152
H -11.363 10.664 -1.956
H -13.656 11.098 -0.012
H -13.614 10.158 -1.545
*
```

Output
Orbital gap, eV: 8.34
Total energy, eV: -144194.670
SMILES: FC(F)(F)C(F)(F)C(F)(F)C(F)(F)C(F)(F)C(F)(F)C(F)(F)C(F)(F)[C@@H]1CCCO1.O=C1CCCO1.O=C1CCCO1.O=C1CCCO1.O=C1CCCO1.O=C1CCCO1.O=C1CCCO1.O=C1CCCO1.O=C1CCCO1.O=C1CCCO1.O=C1CCCO1
Max |F|, hartree/bohr: 0.1070

Results of the Löwdin charge analysis, in e, for atoms 1 through 4: number 1, F, carries 0.048; number 2, C, carries -0.135; number 3, F, carries 0.019; number 4, F, carries 0.058



Record 3
# C5H10O3

One molecule with the formula C5H10O3 at a distorted geometry (ωB97M-V/def2-TZVPD, the OMol25 dataset).

Structure (ORCA input):
```
! wB97M-V def2-TZVPD RIJCOSX def2/J DEFGRID3
* xyz 0 1
C -0.429 -0.247 -0.150
C -0.794 -0.889 1.185
C -0.252 -1.276 -1.262
C 0.779 0.659 -0.052
C 1.933 0.242 0.466
O -1.546 0.615 -0.608
O -1.935 1.705 0.195
O 0.657 1.867 -0.671
H -1.295 2.426 0.092
H 1.376 2.466 -0.433
H 0.026 -0.786 -2.191
H -0.952 -0.121 1.938
H -0.017 -1.574 1.508
H -1.721 -1.446 1.061
H -1.201 -1.779 -1.432
H 0.512 -1.997 -0.990
H 2.066 -0.753 0.842
H 2.795 0.888 0.502
*
```

Output
Orbital gap, eV: 9.79
Total energy, eV: -11486.120
SMILES: C=C(O)C(C)(C)OO
ΔE to the lowest compared entry with this formula, charge and spin, kcal/mol: 93.8
Max |F|, hartree/bohr: 0.0362

Results of the Löwdin charge analysis, in e, for atoms 1 through 4: number 1, C, carries -0.487; number 2, C, carries -0.012; number 3, C, carries 0.003; number 4, C, carries -0.349



- The lowest max |F| belongs to which entry?
  C15H18BCl5F3NiO2Te



- max |F| of number 3 (C5H10O3)?
  0.0362 hartree/bohr